No. 1
The following is a DFT calculation (the ωB97M-V functional and the def2-TZVPD basis) of a molecular structure, C19H40OP2Ti.

* highest occupied orbital energy (alpha / beta): -0.2249 / -0.2812 Eh
* E_LUMO (alpha / beta): 0.265 / -1.625 eV
* ΔE to the lowest compared entry with this formula, charge and spin: 43.7 kJ/mol
* spin multiplicity: 3
* F_max: 0.0779 hartree/bohr
* ⟨S²⟩: 2.0240
* HOMO-LUMO gap (alpha / beta): 6.385 / 6.026 eV

The geometry in XYZ format:
```
63
Properties=species:S:1:pos:R:3:forces:R:3
P 0.172925 0.947979 0.552207 -1.23 0.83 -2.17
P 2.159151 0.563530 -0.471870 0.55 0.31 -2.05
C 3.778290 0.823646 1.625755 -0.04 -0.73 1.00
C 3.808113 1.086529 0.149079 0.01 0.52 -0.28
H 4.340937 -0.093716 1.879479 -0.05 0.45 -0.29
H 4.194103 1.629405 2.242561 -0.27 -0.10 -0.03
H 3.928022 2.122896 -0.198716 0.16 -0.09 0.52
H 4.581073 0.487327 -0.353283 -0.29 0.17 -0.20
C 2.642795 -0.813154 -1.600703 0.13 -1.06 -0.08
H 1.841926 -1.551572 -1.639603 0.32 -0.21 -0.07
H 3.601486 -1.274482 -1.306908 -0.63 0.02 0.28
H 2.802681 -0.428094 -2.621394 -0.10 -0.20 0.57
C 1.967383 1.700826 -1.972218 -0.54 0.34 -0.58
H 2.909000 2.230322 -2.188231 -0.27 -0.05 0.27
H 1.124590 2.403695 -1.932649 0.42 -0.06 0.12
H 1.784981 1.057461 -2.849843 -0.17 0.45 0.51
C 2.694996 -0.776679 3.705562 1.19 -0.86 1.41
H 2.119343 -0.767288 4.647198 0.07 0.22 -0.60
H 3.691162 -0.331231 3.821416 -0.42 -0.09 0.08
H 2.789510 -1.828869 3.389226 -0.11 0.36 -0.28
C -0.006753 2.762398 0.415610 0.34 0.80 -0.48
H -0.769846 3.209842 -0.256256 0.33 -0.66 0.28
H 0.990459 3.004663 0.027046 -0.40 0.75 0.19
H -0.103227 3.185778 1.410063 -0.01 0.13 -0.01
Ti 1.586062 0.203065 2.083268 0.33 -1.70 3.61
C -3.786077 -0.646040 -3.374385 -0.25 0.01 -0.50
C -2.885156 -1.348374 -4.084987 -0.30 -0.19 0.09
C -1.565961 -0.902122 -4.705698 -0.02 -0.33 -0.11
C -0.332677 -0.819371 -3.749259 0.26 -0.08 -0.47
C -0.677656 -0.657201 -2.298226 0.78 -0.10 -0.13
C -1.521315 0.256834 -1.867012 -0.04 0.95 0.97
C -2.250276 1.269488 -2.675686 -0.33 -0.23 -0.90
C -3.705149 0.792717 -2.863873 0.08 -0.35 -0.04
C 1.032819 1.859284 3.274999 0.36 -0.19 -0.08
H -4.756624 -1.121617 -3.148249 0.70 -0.02 0.02
H -3.091264 -2.420246 -4.276346 -0.20 0.76 0.14
H -1.683884 0.046262 -5.254494 -0.04 -0.32 0.30
H -1.310484 -1.656350 -5.463535 -0.15 0.29 0.04
H 0.315529 -1.708563 -3.867820 -0.42 0.31 -0.01
H 0.279766 0.029599 -4.123818 -0.19 -0.35 0.37
H -0.105917 -1.282231 -1.593366 -0.70 0.30 -0.18
H -1.668477 0.414646 -0.799334 -0.16 -0.58 -0.23
H -1.787200 1.339212 -3.672582 -0.14 0.33 0.38
H -2.246408 2.268193 -2.203546 0.12 -0.44 -0.14
H -4.241245 0.828176 -1.894831 0.25 0.01 -0.40
H -4.227299 1.485558 -3.536104 -0.05 -0.16 0.05
H 0.022770 2.282231 3.226997 0.33 -0.11 0.23
H 1.821788 2.628038 3.191847 -0.43 -0.16 0.21
H 1.163244 1.231949 4.201668 -0.15 0.81 -0.63
C -2.287868 -0.481695 3.066137 -0.03 0.23 -0.16
C -1.127395 -1.479770 2.997264 0.39 0.07 -0.12
C -1.154425 -2.240799 4.329182 0.01 -0.26 0.26
C -1.358743 -2.465928 1.850420 0.03 0.05 -0.26
O 0.124548 -0.834233 2.772601 0.39 -0.12 -0.11
H -3.231635 -1.041030 3.114103 0.16 0.16 -0.02
H -2.322041 0.166843 2.182356 0.05 -0.09 0.11
H -2.223698 0.139875 3.967425 0.09 -0.04 -0.22
H -2.118260 -2.753429 4.436216 0.05 0.09 -0.12
H -0.393830 -3.021023 4.403334 0.16 0.17 -0.14
H -1.072353 -1.580665 5.199408 0.18 0.06 -0.24
H -1.273373 -1.963020 0.873923 -0.01 -0.06 0.32
H -0.621525 -3.276939 1.887410 -0.10 0.15 0.00
H -2.361410 -2.892532 1.921065 0.04 -0.11 -0.03
```
Forces are in eV/Å.

Results of the Mulliken charge analysis, in e, for atoms 1 through 2:
1. P 1.0591
2. P 1.3277

---

No. 2
The following is a DFT calculation (the ωB97M-V functional and the def2-TZVPD basis) of a molecular structure, C19H40P2Pt.

* highest occupied orbital energy (alpha / beta): -0.4632 / -0.5418 Eh
* E_LUMO (alpha / beta): -5.563 / -8.876 eV
* ΔE to the lowest compared entry with this formula, charge and spin: 384.9 kJ/mol
* spin multiplicity: 5
* F_max: 0.0556 hartree/bohr
* ⟨S²⟩: 6.0170
* HOMO-LUMO gap (alpha / beta): 7.041 / 5.866 eV
* charge: +2

The geometry in XYZ format:
```
62
Properties=species:S:1:pos:R:3:forces:R:3
P 0.275236 -3.212429 1.189412 -0.16 1.99 -0.31
P 0.050293 3.150319 0.138516 0.90 -0.02 -0.19
C -0.107430 -1.589321 0.449629 0.99 -2.28 0.14
C 0.777162 1.903703 -0.964169 0.44 -0.94 -0.77
H -0.998626 -1.843546 -0.114681 0.21 0.22 -0.22
H 0.800531 -1.384667 -0.162332 -0.84 -0.79 0.12
H 1.868661 1.984956 -0.970580 -0.36 -0.27 0.34
H 0.431247 0.792396 -1.224678 0.39 0.52 0.00
C -1.744871 3.551851 -0.169772 0.19 0.25 0.25
H -2.232064 4.008735 0.709513 0.59 -0.18 -0.19
H -2.289342 2.616484 -0.400247 0.47 0.44 0.11
H -1.819744 4.266378 -0.991064 -0.06 -0.08 -0.16
C 1.519139 4.309009 0.145669 -0.55 0.32 0.04
H 1.378593 4.926625 -0.748224 0.33 0.16 0.12
H 2.422994 3.676007 0.038904 -0.69 0.34 0.08
H 1.628951 4.933834 1.048277 -0.36 -0.27 -0.44
C -0.928175 -4.323246 0.435238 -0.69 -0.21 0.11
H -1.269242 -5.098841 1.127548 0.14 0.03 -0.07
H -0.528619 -4.807010 -0.466999 0.05 0.22 0.33
H -1.815867 -3.734441 0.136615 0.39 -0.31 0.26
C 1.915710 -3.714521 0.644527 0.92 0.23 0.17
H 2.583845 -2.828051 0.578594 -0.45 -0.47 0.17
H 1.892780 -4.182223 -0.344513 -0.22 0.13 0.13
H 2.395027 -4.426414 1.329563 -0.25 0.13 -0.07
Pt -0.222180 0.451927 0.352887 -0.55 -0.07 2.81
C 0.346236 1.695451 -2.971420 0.73 1.67 -0.88
C -1.028511 1.596303 -2.772684 -1.53 0.82 -0.72
C -1.938851 0.681887 -3.503818 -0.37 -0.59 -0.03
C -1.386976 -0.770179 -3.656618 -0.45 -0.01 -0.09
C -0.568340 -1.201377 -2.458643 1.36 -0.69 -0.83
C 0.782641 -1.046658 -2.347104 -1.10 -1.70 -1.48
C 1.591377 -0.524904 -3.487973 0.57 0.32 -0.22
C 1.077430 0.817590 -4.026256 0.73 0.52 0.41
C 0.155420 -3.018003 2.968333 0.18 -0.66 0.13
H 0.780350 2.706282 -2.949489 -0.56 -0.28 -0.53
H -1.517136 2.426667 -2.249612 0.30 -0.46 -0.30
H -2.135080 1.063901 -4.522486 0.03 0.09 0.28
H -2.923810 0.679045 -2.997726 0.47 -0.08 -0.22
H -2.245450 -1.460612 -3.713552 0.25 0.35 -0.02
H -0.879520 -0.882383 -4.636946 0.04 0.03 0.77
H -1.111449 -1.873821 -1.802249 0.21 0.43 0.04
H 1.412425 -1.638677 -1.672164 -0.64 0.39 0.04
H 1.594522 -1.272414 -4.308815 0.06 0.33 0.43
H 2.635164 -0.415272 -3.156159 -0.29 -0.02 -0.20
H 1.918901 1.420530 -4.398459 -0.11 -0.27 0.23
H 0.489334 0.638472 -4.946715 -0.35 0.42 0.83
H 0.801191 -2.177675 3.277297 -0.21 -0.45 -0.24
H 0.436800 -3.948831 3.483342 -0.15 0.38 0.05
H -0.883445 -2.745512 3.182759 0.17 -0.15 0.04
C -1.469370 0.109046 4.425839 0.33 -0.31 0.28
C -0.299199 0.949934 3.888828 0.02 0.66 0.30
C 1.061585 0.573840 4.499493 -0.27 -0.49 0.16
C -0.327660 1.300410 2.358946 -0.52 0.65 0.86
H -1.281535 -0.962024 4.306691 -0.05 0.08 -0.07
H -2.435887 0.335118 3.961872 0.25 0.12 0.02
H -1.562670 0.277548 5.517423 0.01 -0.04 -0.58
H -0.478760 1.939569 4.350216 -0.06 -0.04 -0.44
H 1.246891 -0.502741 4.443288 0.10 0.04 -0.11
H 1.918000 1.095102 4.054594 -0.30 -0.01 0.02
H 1.037021 0.807189 5.578158 0.07 -0.04 -0.44
H 0.478602 2.042108 2.247980 0.26 0.00 -0.02
H -1.274276 1.857555 2.266185 -0.03 -0.11 -0.23
```
Forces are in eV/Å.

Results of the Mulliken charge analysis, in e, for atoms 1 through 2:
1. P 1.2657
2. P 0.7314

---

No. 3
The following is a DFT calculation (the ωB97M-V functional and the def2-TZVPD basis) of a molecular structure, C19H40P2Ti.

* highest occupied orbital energy (alpha / beta): -0.5108 / -0.5108 Eh
* E_LUMO (alpha / beta): -8.294 / -8.284 eV
* F_max: 0.0853 hartree/bohr
* HOMO-LUMO gap (alpha / beta): 5.605 / 5.616 eV
* charge: +2

The geometry in XYZ format:
```
62
Properties=species:S:1:pos:R:3:forces:R:3
P 1.272450 1.406423 0.041277 -0.99 1.01 -0.29
P -0.313608 -1.231955 0.893144 -1.50 0.11 -0.72
C -0.141851 0.878103 -0.998668 0.34 -0.01 0.03
C -1.109805 -0.055134 -0.271205 -0.14 -0.15 0.37
H 0.239985 0.421559 -1.928579 -0.15 0.18 0.34
H -0.675478 1.788720 -1.284091 0.20 -0.30 -0.14
H -1.880181 0.511309 0.278912 0.33 -0.18 -0.10
H -1.642937 -0.661015 -1.008052 0.04 0.27 0.20
C 0.026829 -2.725057 -0.121328 0.15 -0.16 0.26
H 0.285771 -3.564190 0.543897 -0.08 0.23 -0.25
H 0.874840 -2.556840 -0.805397 -0.26 -0.09 0.00
H -0.861614 -2.997388 -0.711251 0.31 0.13 0.13
C -1.561978 -1.703986 2.108750 0.13 0.07 0.33
H -2.423949 -2.183084 1.632310 0.18 0.11 -0.02
H -1.892535 -0.807882 2.649993 0.05 -0.22 -0.12
H -1.107088 -2.395409 2.822802 -0.15 0.02 -0.03
C 2.566444 2.006118 -1.091209 0.29 -0.05 0.13
H 3.362016 2.496816 -0.511419 -0.26 -0.08 -0.18
H 2.158870 2.718159 -1.824382 0.05 -0.25 0.24
H 3.019933 1.155154 -1.618611 -0.14 0.25 -0.02
C 0.673150 2.838465 0.990277 0.06 0.07 0.28
H -0.074355 2.507378 1.726796 0.21 0.12 -0.21
H 0.216058 3.595275 0.335416 0.19 -0.30 0.09
H 1.516683 3.292760 1.532154 -0.35 -0.11 -0.16
Ti 1.979260 -0.584671 1.226186 3.40 -1.29 2.45
C -3.592613 -0.145814 -2.175409 -0.05 -0.52 -0.10
C -2.802575 -0.980342 -2.867207 -0.93 0.03 -0.02
C -2.500037 -0.821991 -4.331455 0.20 0.04 -0.28
C -2.239606 0.630947 -4.812388 -0.10 -0.22 -0.47
C -1.472134 1.506219 -3.861247 -0.19 0.56 0.13
C -2.059369 2.314842 -2.965894 0.15 0.15 -0.92
C -3.540583 2.386335 -2.724193 -0.28 -0.09 0.12
C -4.305304 1.033007 -2.770082 -0.51 0.37 -0.16
C 3.150465 0.855152 2.229283 -0.34 -0.01 -0.39
H -3.839313 -0.336849 -1.121172 0.24 -0.11 -0.38
H -2.453071 -1.928453 -2.434620 -0.07 0.42 0.11
H -3.326898 -1.229184 -4.940769 0.28 0.02 0.25
H -1.621188 -1.431661 -4.570167 -0.12 0.03 0.00
H -1.666475 0.558874 -5.751742 -0.23 0.07 0.30
H -3.198485 1.100062 -5.080507 0.51 -0.06 0.09
H -0.386261 1.522898 -4.015018 -0.29 0.15 0.19
H -1.488051 3.098109 -2.449885 0.03 -0.41 -0.14
H -4.014394 3.062219 -3.457235 0.18 -0.13 0.26
H -3.706848 2.843930 -1.741709 0.01 0.00 -0.13
H -5.243046 1.181230 -2.209115 0.28 -0.08 -0.24
H -4.609126 0.823305 -3.807043 0.09 -0.06 0.49
H 2.915433 0.769893 3.302934 0.04 0.12 -0.47
H 3.212682 1.910360 1.927335 -0.01 -0.41 0.18
H 4.137585 0.385535 2.051542 -0.19 0.02 0.01
C 4.318514 -2.225207 3.544691 0.20 -0.13 -0.13
C 2.919119 -2.024825 4.123323 0.43 0.33 0.22
C 2.972018 -1.052051 5.310190 -0.27 0.00 -0.06
C 1.814130 -1.715995 3.088000 -0.60 0.72 -0.40
H 4.759748 -1.296749 3.158396 -0.11 -0.15 0.17
H 4.322468 -2.966169 2.732761 0.05 0.04 0.16
H 4.989221 -2.587503 4.339540 -0.18 0.07 -0.39
H 2.628017 -2.992201 4.557484 -0.10 0.08 -0.18
H 3.309340 -0.050309 5.025592 0.02 -0.13 0.07
H 1.984843 -0.957865 5.783640 0.27 -0.01 -0.05
H 3.681412 -1.430886 6.058556 -0.23 0.12 -0.19
H 0.940066 -1.274964 3.591815 0.07 -0.26 -0.01
H 1.503407 -2.683530 2.654053 -0.16 0.08 -0.25
```
Forces are in eV/Å.

Results of the Mulliken charge analysis, in e, for atoms 1 through 2:
1. P 0.9944
2. P 1.0478

---

No. 4
The following is a DFT calculation (the ωB97M-V functional and the def2-TZVPD basis) of a molecular structure, C19H41BCdN6Si4.

* highest occupied orbital energy (alpha / beta): -0.2648 / -0.2573 Eh
* E_LUMO (alpha / beta): -1.010 / -1.070 eV
* ΔE to the lowest compared entry with this formula, charge and spin: 237.4 kJ/mol
* F_max: 0.0435 hartree/bohr
* HOMO-LUMO gap (alpha / beta): 6.194 / 5.931 eV

The geometry in XYZ format:
```
72
Properties=species:S:1:pos:R:3:forces:R:3
H 3.525529 -0.398310 -1.285876 -0.62 -0.04 -0.33
N 2.779013 1.597805 -1.023930 1.74 -0.26 1.38
B 3.003200 4.145428 -0.433857 0.37 -0.03 0.97
N 3.443511 2.807607 -1.108511 -0.13 -0.92 -0.92
C 4.569966 2.624986 -1.823394 -0.19 -0.16 0.15
Cd 0.588805 1.228381 -1.482771 -0.02 -0.16 1.02
H 5.186484 3.467233 -2.110832 -0.06 -0.13 0.22
C 4.719847 1.272178 -2.101057 0.37 0.40 0.22
H 5.501894 0.832038 -2.691943 0.15 -0.14 0.19
C 3.639742 0.656957 -1.474761 -0.14 1.17 -0.58
H 3.663944 5.055610 -0.880037 -0.22 -0.17 -0.19
C -1.064153 0.295578 3.129968 0.65 0.60 -0.18
H -0.398202 0.099540 3.983883 -0.19 0.20 -0.34
H -1.886705 0.952012 3.427425 0.08 -0.23 -0.03
H -0.511436 0.763659 2.294398 -0.08 -0.02 0.59
N 3.308991 4.210882 1.168188 -0.59 -0.62 0.01
N 1.509216 4.308445 -0.842030 -1.25 -0.07 -0.42
N 2.681190 3.326447 2.008219 0.13 0.21 -0.03
N 0.545556 3.325518 -0.734976 -0.37 1.39 1.12
C 4.139134 5.021390 1.906466 -0.30 -0.41 0.24
C 0.915680 5.450941 -1.246983 -0.56 -0.62 0.43
H 4.735948 5.809844 1.458398 -0.19 -0.26 -0.05
H 1.500710 6.342510 -1.413143 -0.05 -0.07 0.03
C 4.047081 4.646452 3.249427 -0.54 -0.32 -1.34
C -0.465017 5.237697 -1.319248 0.22 0.42 0.24
C 3.109146 3.580068 3.244064 0.61 0.87 -1.07
C -0.658476 3.917339 -0.914498 1.39 0.31 -0.40
H 4.561688 5.051462 4.095491 0.15 0.20 0.10
H -1.222597 5.955561 -1.593365 0.11 -0.01 0.09
H 2.767888 3.037553 4.102350 -0.25 -0.33 0.03
H -1.574740 3.387070 -0.686322 0.14 -0.10 -0.40
H -1.412417 -0.643100 2.741314 -0.40 -0.34 0.03
C -0.124634 -3.402666 2.816084 -0.29 -0.10 0.13
Si -1.685839 -3.319231 1.733103 0.40 0.01 0.62
C -2.034940 -5.075178 1.138199 -0.11 -0.15 -0.08
C -3.186119 -2.802787 2.764864 -0.15 -0.21 0.07
Si -1.206826 -1.778506 0.071131 0.17 0.49 -0.93
Si 0.154395 -2.750846 -1.558882 -0.23 0.07 0.41
C -0.928488 -4.118694 -2.296241 0.33 -0.12 -0.27
C 0.702408 -1.601635 -2.966262 0.27 -0.13 -0.20
C 1.674024 -3.445699 -0.671826 0.10 -0.10 -0.29
Si -3.083285 -0.784230 -0.885110 0.37 0.04 0.20
C -4.327086 -2.098864 -1.399629 -0.24 0.08 -0.13
C -3.858782 0.367289 0.382954 -0.26 0.21 -0.06
C -2.611270 0.218790 -2.416559 -0.32 0.14 -0.08
H -0.353245 -3.988062 3.721221 0.17 0.12 -0.19
H 0.208014 -2.403699 3.126649 -0.06 -0.24 -0.07
H 0.703236 -3.893936 2.285215 -0.22 0.13 0.15
H -2.153186 -5.714103 2.030095 0.02 0.18 -0.25
H -2.967486 -5.136462 0.557568 0.25 0.00 0.11
H -1.221181 -5.497377 0.532270 -0.19 0.13 0.18
H -3.068432 -1.856463 3.317227 -0.04 -0.41 -0.24
H -4.090025 -2.739219 2.135197 0.29 0.05 0.19
H -3.364375 -3.619841 3.488437 0.02 0.36 -0.14
H -1.740514 -3.694598 -2.905667 0.23 -0.10 0.16
H -0.291320 -4.734173 -2.950043 -0.29 -0.01 0.05
H -1.374782 -4.768005 -1.530677 0.16 0.23 -0.23
H 1.194343 -0.664807 -2.620205 -0.24 -0.73 -0.22
H 1.446779 -2.114097 -3.600864 -0.25 0.08 0.13
H -0.152288 -1.325924 -3.602925 0.28 -0.02 0.20
H 2.285571 -2.624872 -0.268629 -0.16 -0.20 -0.07
H 1.402249 -4.104307 0.165702 0.04 0.17 -0.27
H 2.295423 -4.020243 -1.377161 -0.09 0.11 0.23
H -4.574424 -2.794040 -0.585676 0.08 0.18 -0.18
H -5.248460 -1.573926 -1.695293 0.09 -0.25 0.01
H -3.973532 -2.681353 -2.261854 -0.08 0.12 0.23
H -3.184479 1.195100 0.643282 -0.08 -0.22 -0.03
H -4.769720 0.809796 -0.047457 0.12 -0.05 0.15
H -4.140282 -0.146809 1.311909 0.10 0.07 -0.21
H -1.874601 1.012739 -2.210869 -0.23 -0.31 -0.01
H -2.215906 -0.420665 -3.216153 -0.08 0.15 0.15
H -3.511355 0.724823 -2.795181 0.12 -0.12 -0.04
```
Forces are in eV/Å.

Results of the Mulliken charge analysis, in e, for atoms 1 through 2:
1. H 0.3415
2. N -0.5192

---

What total energy values result from the calculations? In sequence: -64084.3136, -42149.8853, -62025.5243, -66060.8932 eV.